Entry 1:
Computed, not measured: an isolated molecule of C3H5NOS, with ωB97M-V/def2-TZVPD.

Each line ends with the Mulliken charge.
Positions of all 11 atoms, in Å:
1 C -1.724 0.963 0.011  -0.973
2 C -0.940 -0.328 0.010  0.493
3 C 2.439 -0.637 -0.041  -0.273
4 H -1.544 1.487 0.957  0.279
5 H -1.382 1.620 -0.786  0.298
6 H -2.807 0.745 -0.110  0.321
7 H 2.670 0.411 -0.160  0.290
8 H 3.243 -1.369 0.019  0.298
9 N 1.256 -1.068 0.095  -0.435
10 O 0.367 -0.002 0.014  -0.027
11 S -1.579 -1.821 -0.009  -0.271

As for the energy above the lowest of the compared OMol25 structures with the same formula, charge and spin: 262.8 kJ/mol. Its SMILES is C=NOC(C)=S. As for the HOMO-LUMO gap: 0.32997 Ha.


Entry 2:
Computed, not measured: a cluster of 4 separate species, C13H25NO11 in total, with ωB97M-V/def2-TZVPD.

Each line ends with the Mulliken charge.
Positions of all 50 atoms, in Å:
1 N -1.985 3.549 -1.215  -0.631
2 C -1.284 2.856 -2.012  -0.013
3 C -1.568 1.387 -2.233  -0.405
4 C -0.456 0.665 -3.003  -0.392
5 O -0.854 0.196 -4.312  -0.372
6 C -1.202 1.195 -5.159  0.111
7 O -0.415 1.954 -5.641  -0.452
8 H -1.656 4.514 -1.206  0.266
9 H -0.450 3.294 -2.576  0.333
10 H -2.525 1.322 -2.759  0.304
11 H -1.716 0.904 -1.264  0.249
12 H 0.410 1.322 -3.142  0.324
13 H -0.112 -0.210 -2.455  0.257
14 H -2.275 1.234 -5.393  0.434
15 C -0.765 -3.200 0.173  -0.605
16 O -0.339 -3.099 1.534  -0.315
17 C -0.261 -1.851 1.995  0.821
18 O -0.515 -0.853 1.372  -0.552
19 O 0.145 -1.898 3.260  -0.339
20 C 0.271 -0.617 3.888  -0.638
21 H -0.781 -4.261 -0.057  0.223
22 H -1.761 -2.779 0.050  0.286
23 H -0.064 -2.691 -0.487  0.269
24 H -0.688 -0.104 3.909  0.292
25 H 1.009 -0.007 3.371  0.332
26 H 0.602 -0.810 4.905  0.211
27 C 2.218 1.377 -6.457  -0.615
28 O 3.474 1.053 -7.076  -0.329
29 C 4.451 0.777 -6.221  0.755
30 O 4.365 0.777 -5.020  -0.555
31 O 5.554 0.495 -6.918  -0.331
32 C 6.691 0.177 -6.114  -0.626
33 H 1.524 1.578 -7.264  0.287
34 H 1.864 0.538 -5.863  0.283
35 H 2.320 2.259 -5.832  0.329
36 H 6.496 -0.704 -5.504  0.293
37 H 6.955 1.016 -5.473  0.292
38 H 7.501 -0.026 -6.808  0.213
39 C -2.284 -3.163 7.372  -0.511
40 O -3.304 -2.191 7.618  -0.324
41 C -2.853 -0.946 7.755  0.839
42 O -1.701 -0.603 7.694  -0.547
43 O -3.895 -0.144 7.969  -0.328
44 C -3.553 1.235 8.135  -0.616
45 H -2.797 -4.117 7.284  0.214
46 H -1.757 -2.941 6.446  0.191
47 H -1.579 -3.197 8.200  0.291
48 H -3.068 1.620 7.241  0.287
49 H -2.899 1.367 8.995  0.292
50 H -4.491 1.756 8.300  0.216

Its SMILES is [H]/N=C/CCOC=O.COC(=O)OC.COC(=O)OC.COC(=O)OC. As for the HOMO-LUMO gap: 0.39908 Ha.


no.,HOMO level (hartree)
1,-0.3156
2,-0.3766